Record 1
A cluster of 2 separate species, C2H4N4 in total in a non-equilibrium geometry, computed with ωB97M-V with the def2-TZVPD basis set.

Structure (XYZ):
```
10
C2H4N4 | the OMol25 dataset | ωB97M-V with the def2-TZVPD basis set
C 0.346 1.209 1.050
N -0.975 0.868 0.507
N 0.772 -1.983 0.048
C 0.245 -2.304 -0.927
N -1.143 0.322 -1.781
N -1.002 0.598 -0.688
H 0.592 2.258 0.846
H 1.129 0.557 0.650
H 0.283 1.066 2.129
H -0.249 -2.590 -1.833
```

Output
Max |F| = 1.3 eV Å⁻¹
Energy relative to the best compared isomer or geometry (same formula, charge and spin) = 2.914 eV
2S+1 = 1
Net charge = 0

---

Record 2
A structure of composition C4H6Li2O in a non-equilibrium geometry, computed with ωB97M-V with the def2-TZVPD basis set.

Structure (XYZ):
```
13
C4H6Li2O | the OMol25 dataset | ωB97M-V with the def2-TZVPD basis set
C -0.400 -0.781 1.779
C -0.082 0.436 1.247
H -0.101 -1.044 2.798
H -0.808 -1.579 1.154
H 0.268 1.281 1.856
H -0.385 0.673 0.221
Li -2.235 0.652 2.364
O 1.322 1.951 3.161
C 2.241 1.600 2.318
C 2.274 0.562 1.456
Li 1.520 3.028 4.311
H 2.903 0.375 0.586
H 3.118 2.286 2.205
```

Output
Max |F| = 2.7 eV Å⁻¹
Expectation value of S² = 0.77
Energy relative to the best compared isomer or geometry (same formula, charge and spin) = 2.081 eV
2S+1 = 2
Net charge = +1

---

Record 3
A cluster of 7 separate species, C21H42F3NO16 in total in a non-equilibrium geometry, computed with ωB97M-V with the def2-TZVPD basis set.

Structure (XYZ):
```
83
C21H42F3NO16 | the OMol25 dataset | ωB97M-V with the def2-TZVPD basis set
N -4.116 0.048 -1.503
H -3.808 -0.604 -0.700
H -3.238 0.422 -1.861
H -4.721 0.456 -0.991
H -4.667 -0.586 -2.139
O -1.513 -0.076 -0.365
H -1.050 -0.873 -0.364
C -3.731 -0.548 2.429
C -2.775 0.608 2.675
O -2.847 0.622 4.046
C -3.387 -0.465 4.517
O -3.460 -0.868 5.715
O -3.879 -1.143 3.607
F -3.233 1.797 2.233
H -3.330 -1.182 1.502
H -4.695 -0.210 1.933
H -1.721 0.337 2.260
C -0.323 -3.162 -0.706
C -0.303 -4.754 -0.727
O -0.374 -5.052 -2.051
C -0.360 -3.976 -2.787
O -0.529 -3.965 -4.018
O -0.198 -2.831 -2.058
F -1.385 -5.255 -0.097
H 0.489 -2.641 -0.309
H -1.289 -2.644 -0.548
H 0.626 -5.286 -0.458
C 1.749 0.527 -0.237
C 1.372 0.611 -1.731
O 2.235 -0.425 -2.351
C 3.101 -0.812 -1.391
O 3.988 -1.577 -1.660
O 3.030 -0.029 -0.272
F 1.845 1.817 -2.180
H 1.192 -0.101 0.155
H 1.704 1.541 0.099
H 0.290 0.515 -1.924
C -1.649 3.352 -0.700
O -0.941 4.581 -0.653
C 0.051 4.783 -1.671
C 1.006 5.975 -1.392
O 0.206 6.929 -1.203
C 1.003 8.234 -1.273
C -0.102 9.342 -0.968
O -0.810 9.496 -2.172
C -1.729 10.560 -2.037
H -2.036 3.117 -1.840
H -2.582 3.121 -0.308
H -0.809 2.478 -0.421
H -0.464 4.817 -2.560
H 0.622 3.983 -1.675
H 1.690 6.051 -2.084
H 1.595 5.780 -0.454
H 1.339 8.206 -2.257
H 1.692 8.351 -0.488
H 0.529 10.152 -0.661
H -0.714 9.143 -0.107
H -2.631 10.464 -1.470
H -2.082 10.847 -3.184
H -1.101 11.464 -1.735
C 3.467 -5.120 -1.781
O 3.430 -5.362 -0.377
C 3.492 -6.706 0.012
C 3.418 -6.727 1.573
O 2.242 -6.316 1.893
C 2.096 -5.759 3.104
C 0.857 -4.987 3.380
O 0.454 -3.930 2.464
C -0.573 -3.157 2.836
H 4.243 -5.453 -2.389
H 3.380 -4.079 -1.918
H 2.639 -5.603 -2.223
H 4.413 -6.973 -0.269
H 2.712 -7.384 -0.382
H 4.109 -6.131 2.035
H 3.407 -7.863 1.887
H 2.883 -4.891 3.203
H 2.203 -6.366 3.987
H 0.723 -4.389 4.276
H -0.018 -5.499 3.414
H -0.196 -2.303 3.372
H -1.020 -3.750 3.508
H -1.134 -2.716 1.968
```

Output
Max |F| = 9.4 eV Å⁻¹
Energy relative to the best compared isomer or geometry (same formula, charge and spin) = 2.383 eV
2S+1 = 1
Net charge = 0

---

Record 4
A structure of composition C4H7NO2 in a non-equilibrium geometry, computed with ωB97M-V with the def2-TZVPD basis set.

Structure (XYZ):
```
14
C4H7NO2 | the OMol25 dataset | ωB97M-V with the def2-TZVPD basis set
C -0.155 1.973 -0.943
C 0.922 -0.911 0.684
C -0.001 -0.440 -0.431
N 0.637 -0.388 1.897
C -1.110 -1.191 -0.694
O -0.581 1.220 0.007
O 1.756 -1.766 0.483
H -0.082 0.309 1.989
H 1.289 -0.545 2.649
H -0.592 1.874 -1.940
H 0.433 2.853 -0.674
H 0.674 -0.067 -1.282
H -2.091 -0.920 -0.341
H -1.099 -2.003 -1.405
```

Output
Max |F| = 3.7 eV Å⁻¹
Energy relative to the best compared isomer or geometry (same formula, charge and spin) = 5.404 eV
2S+1 = 1
Net charge = 0

---

Record 5
A cluster of 2 separate species, C4H15N2 in total in a non-equilibrium geometry, computed with ωB97M-V with the def2-TZVPD basis set.

Structure (XYZ):
```
21
C4H15N2 | the OMol25 dataset | ωB97M-V with the def2-TZVPD basis set
C 1.065 -0.753 -0.362
N 2.388 -1.345 -0.072
C 3.491 -0.749 -0.814
H 1.173 0.331 -0.369
H 0.693 -1.074 -1.343
H 0.355 -1.042 0.414
H 2.322 -2.345 -0.303
H 3.397 -0.943 -1.890
H 4.433 -1.171 -0.449
H 3.511 0.324 -0.624
C -1.598 0.833 1.741
N -2.338 1.290 0.511
C -2.301 0.364 -0.691
H -1.974 1.443 2.561
H -1.882 -0.204 1.931
H -0.526 0.963 1.630
H -1.987 2.206 0.227
H -3.323 1.375 0.765
H -1.300 0.328 -1.117
H -2.991 0.782 -1.422
H -2.608 -0.613 -0.325
```

Output
Max |F| = 4.3 eV Å⁻¹
Expectation value of S² = 0.75
Energy relative to the best compared isomer or geometry (same formula, charge and spin) = 0.000 eV
2S+1 = 2
Net charge = +2

---

Record 6
The ion C6H11N2S with charge +1 in a non-equilibrium geometry, computed with ωB97M-V with the def2-TZVPD basis set.

Structure (XYZ):
```
20
C6H11N2S | the OMol25 dataset | ωB97M-V with the def2-TZVPD basis set
C -1.622 0.235 0.267
C -3.921 -0.501 -0.045
C 0.626 0.975 0.773
C 1.119 -0.251 0.001
C 2.224 -0.930 0.705
C 1.422 0.046 -1.485
N -2.820 0.170 -0.233
N -0.761 1.228 0.505
S -0.370 -1.423 0.172
H -4.664 -0.424 -0.891
H -4.356 -1.209 0.715
H 0.905 0.848 1.791
H 1.241 1.841 0.220
H 3.158 -0.265 0.520
H 2.344 -1.919 0.343
H 2.265 -0.987 1.716
H 1.664 -0.848 -2.091
H 2.113 0.852 -1.521
H 0.424 0.414 -1.889
H -0.992 2.149 0.426
```

Output
Max |F| = 5.3 eV Å⁻¹
Energy relative to the best compared isomer or geometry (same formula, charge and spin) = 3.467 eV
2S+1 = 1
Net charge = +1

---

Record 7
A structure of composition C30H23IrN5O9, computed with ωB97M-V with the def2-TZVPD basis set.

Structure (XYZ):
```
68
C30H23IrN5O9 | the OMol25 dataset | ωB97M-V with the def2-TZVPD basis set
Ir 0.593 -0.613 -0.649
C -2.395 -3.356 -2.013
C -2.436 -3.337 -0.514
C -3.586 -3.701 0.173
C -3.641 -3.642 1.556
C -2.535 -3.211 2.271
C -1.363 -2.849 1.617
C -0.155 -2.410 2.397
C -1.327 -2.925 0.224
N -0.122 -2.557 -0.446
C 0.570 -3.545 -1.040
O 0.357 -4.754 -1.031
C 1.753 -3.011 -1.819
C 2.586 -3.766 -2.622
C 3.623 -3.121 -3.282
C 3.824 -1.753 -3.110
C 2.960 -1.065 -2.288
N 1.956 -1.702 -1.683
C 3.046 0.412 -1.959
O 4.005 1.070 -2.343
N 1.996 0.804 -1.222
C 1.982 2.071 -0.566
C 2.743 2.174 0.528
C 3.670 1.054 0.931
C 2.499 3.088 1.676
C 1.376 4.113 1.740
C 0.487 4.099 -0.531
C 0.963 2.989 -1.097
C 0.369 2.622 -2.437
H -3.402 -3.449 -2.418
H -1.794 -4.194 -2.376
H -1.959 -2.430 -2.386
H -4.459 -4.008 -0.392
H -4.552 -3.913 2.076
H -2.574 -3.152 3.353
H -0.394 -2.341 3.459
H 0.212 -1.437 2.067
H 0.667 -3.119 2.275
H 2.392 -4.826 -2.703
H 4.285 -3.685 -3.927
H 4.627 -1.205 -3.582
H 3.161 0.089 0.875
H 4.008 1.182 1.959
H 4.546 1.016 0.278
H 3.429 3.443 2.124
H 1.637 4.953 2.383
H -0.258 4.690 -1.047
H -0.257 3.434 -2.807
H -0.244 1.720 -2.374
H 1.157 2.436 -3.169
O -3.438 -0.343 -0.594
C -2.321 0.069 -0.373
O -1.308 -0.286 -1.148
C -2.064 1.146 0.638
C -3.162 1.917 0.981
C -2.984 3.004 1.809
C -1.730 3.316 2.316
C -0.618 2.575 1.974
C -0.768 1.433 1.127
O 0.259 0.676 0.872
N 0.575 3.139 2.537
O 1.743 2.293 2.668
O 0.802 4.726 0.641
N -4.124 3.832 2.179
O -3.921 4.812 2.880
O -5.228 3.503 1.781
H -4.132 1.651 0.591
H -1.608 4.154 2.985
```

Output
Max |F| = 0.8 eV Å⁻¹
Electronic energy = -2212.2349 a.u.
2S+1 = 1
Net charge = -1

---

Record 8
A cluster of 8 separate species, C7H28FO7 in total in a non-equilibrium geometry, computed with ωB97M-V with the def2-TZVPD basis set.

Structure (XYZ):
```
43
C7H28FO7 | the OMol25 dataset | ωB97M-V with the def2-TZVPD basis set
F 1.097 -19.965 0.513
C -3.808 -17.803 3.718
O -3.161 -17.360 2.538
H -3.139 -18.040 4.546
H -4.428 -17.029 4.170
H -4.468 -18.617 3.420
H -2.587 -18.109 2.363
C 1.611 -14.751 -1.636
O 2.469 -15.297 -0.625
H 1.505 -15.401 -2.505
H 0.615 -14.493 -1.277
H 2.006 -13.792 -1.972
H 2.152 -16.192 -0.476
C 3.336 -18.533 6.182
O 2.799 -19.695 5.579
H 4.079 -18.088 5.519
H 2.566 -17.782 6.358
H 3.775 -18.790 7.146
H 2.462 -19.453 4.713
C 7.358 -21.775 1.246
O 6.098 -22.332 1.534
H 7.563 -21.071 2.053
H 8.133 -22.539 1.308
H 7.442 -21.290 0.273
H 5.385 -21.727 1.317
C -3.655 -21.429 -2.788
O -2.844 -20.308 -3.098
H -3.011 -22.273 -3.034
H -3.932 -21.478 -1.735
H -4.589 -21.385 -3.349
H -2.122 -20.321 -2.465
C -2.072 -24.709 2.620
O -0.740 -24.572 2.263
H -2.721 -24.721 1.744
H -2.218 -25.676 3.101
H -2.344 -23.954 3.358
H -0.602 -23.672 1.960
C 4.006 -21.205 -5.056
O 3.429 -21.807 -3.944
H 3.352 -20.563 -5.646
H 4.937 -20.653 -4.926
H 4.184 -22.030 -5.745
H 3.060 -21.109 -3.398
```

Output
Max |F| = 1.8 eV Å⁻¹
Energy relative to the best compared isomer or geometry (same formula, charge and spin) = 3.968 eV
2S+1 = 1
Net charge = -1